Arrangement w

Below is a single C17H24N6O3 molecule, with properties calculated with the ωB97M-V functional and the def2-TZVPD basis.

For the LUMO energy, the calculation gives 0.534 eV. The value obtained for the gap between HOMO and LUMO is 8.190 eV. The SMILES is [H]/N=C(/N)NCCC[C@H](N)C(=O)N[C@@H](Cc1c[nH]c2ccccc12)C(=O)O. The value obtained for the HOMO energy is -7.66 eV.

The geometry in XYZ format:
```
50
Properties=species:S:1:pos:R:3:lowdin_charge:R:1
H -2.230 -0.732 0.424 -0.0043
N -3.081 -1.126 0.082 0.1271
C -3.994 -0.197 0.035 -0.6015
N -5.228 -0.509 -0.449 0.0956
N -3.875 1.157 0.275 0.0267
C -2.626 1.614 0.919 -0.2408
C -2.619 1.368 2.351 -0.1970
C -1.486 2.150 3.050 -0.1488
C -0.263 2.662 2.329 -0.2829
N -0.263 3.678 1.198 0.0334
C 0.534 1.421 1.884 -0.4576
O 0.231 0.299 2.213 0.0857
N 1.583 1.727 1.068 0.1035
C 2.294 0.617 0.439 -0.2151
C 1.523 0.299 -0.867 -0.0774
C 2.090 -0.852 -1.614 -0.1362
C 2.996 -0.755 -2.666 -0.0044
N 3.075 -2.001 -3.345 0.0718
C 2.175 -2.853 -2.838 -0.2239
C 1.754 -4.167 -3.103 -0.0143
C 0.805 -4.802 -2.274 -0.1081
C 0.283 -4.174 -1.189 -0.0927
C 0.687 -2.862 -0.893 -0.0326
C 1.540 -2.237 -1.711 -0.1400
C 3.661 1.110 0.069 -0.4712
O 3.824 2.054 -0.683 0.1063
O 4.580 0.291 0.653 0.0955
H -5.985 0.100 -0.104 0.1029
H -5.484 -1.502 -0.463 0.1036
H -4.068 1.587 -0.666 0.1565
H -1.758 1.247 0.477 0.0872
H -2.567 2.721 0.763 0.1189
H -2.511 0.307 2.429 0.0993
H -3.580 1.579 2.815 0.1206
H -1.042 1.586 3.882 0.1250
H -2.036 3.040 3.425 0.1244
H 0.284 3.159 3.127 0.1373
H -1.229 4.044 1.038 0.0712
H 0.350 4.490 1.368 0.0831
H 1.542 2.541 0.439 0.1385
H 2.424 -0.144 1.216 0.1597
H 1.504 1.181 -1.504 0.1321
H 0.521 0.030 -0.609 0.1044
H 3.699 0.038 -2.780 0.1106
H 3.820 -2.278 -3.957 0.1488
H 2.216 -4.787 -3.867 0.0976
H 0.483 -5.754 -2.577 0.0846
H -0.388 -4.734 -0.599 0.0886
H 0.324 -2.314 0.043 0.1415
H 5.510 0.684 0.746 0.1664
```



Arrangement x

Below is a single C17H24N6O3 molecule, with properties calculated with the ωB97M-V functional and the def2-TZVPD basis.

For the LUMO energy, the calculation gives 0.442 eV. The value obtained for the gap between HOMO and LUMO is 8.483 eV. The SMILES is [H]/N=C(\N)NCCC[C@H](NC(=O)[C@@H](N)Cc1c[nH]c2ccccc12)C(=O)O. The value obtained for the HOMO energy is -8.04 eV.

The geometry in XYZ format:
```
50
Properties=species:S:1:pos:R:3:lowdin_charge:R:1
H -3.708 1.359 3.087 0.0487
N -2.747 1.748 2.929 0.0723
C -2.386 1.961 1.714 -0.5543
N -3.199 1.877 0.587 0.1323
N -1.014 2.387 1.573 -0.0044
C -0.603 3.389 0.638 -0.2232
C -0.053 2.734 -0.644 -0.1773
C 1.009 1.638 -0.370 -0.1427
C 1.639 1.161 -1.671 -0.1749
N 0.725 0.609 -2.759 0.1374
C -0.527 0.044 -2.663 -0.4420
O -1.015 -0.331 -3.736 0.0283
C -1.278 -0.334 -1.450 -0.3080
N -2.626 0.111 -1.722 0.0442
C -1.099 -1.898 -1.251 -0.0636
C 0.129 -2.237 -0.485 -0.1859
C 1.094 -3.056 -0.936 -0.0413
N 2.039 -3.350 0.086 0.0924
C 1.642 -2.688 1.209 -0.2426
C 2.223 -2.673 2.486 -0.0336
C 1.726 -1.878 3.503 -0.0907
C 0.579 -1.090 3.196 -0.0865
C -0.026 -1.123 1.934 -0.0275
C 0.502 -1.945 0.896 -0.1270
C 2.614 0.058 -1.421 -0.5148
O 3.188 -0.178 -0.398 0.1376
O 2.682 -0.807 -2.408 0.1178
H -2.772 1.621 -0.300 0.0319
H -4.036 1.322 0.798 0.0981
H -0.674 2.453 2.550 0.1311
H -1.485 4.074 0.385 0.1326
H 0.222 4.042 1.118 0.1436
H -0.842 2.269 -1.287 0.1050
H 0.357 3.513 -1.221 0.0925
H 0.652 0.749 0.255 0.1040
H 1.814 2.117 0.213 0.1352
H 2.029 2.066 -2.110 0.1520
H 1.143 0.333 -3.663 0.1596
H -0.890 0.135 -0.500 0.1092
H -2.791 -0.053 -2.725 0.0922
H -3.308 -0.481 -1.282 0.0772
H -1.079 -2.383 -2.238 0.1213
H -2.026 -2.345 -0.766 0.1414
H 1.231 -3.505 -1.877 0.1141
H 2.841 -3.976 0.002 0.1597
H 3.157 -3.201 2.682 0.1053
H 2.211 -1.838 4.499 0.1092
H 0.236 -0.496 4.053 0.0995
H -0.927 -0.542 1.734 0.0909
H 3.430 -1.363 -2.238 0.1236
```



Short version: arrangement x is the most stable of them.